Here is a structure of composition C31H50BeBrN4P3 from OMol25. Energies are from ωB97M-V/def2-TZVPD.

The geometry in XYZ format:
```
90
Properties=species:S:1:pos:R:3:mulliken_charge:R:1
C 6.6971 -0.8628 -4.2101 -0.327
C 6.1461 0.2335 -3.5223 0.574
C 6.7872 1.4773 -3.6411 -0.355
C 7.9343 1.5711 -4.4409 -0.354
N 8.4438 0.5251 -5.0936 0.002
C 7.8479 -0.6628 -4.9852 -0.382
C 4.9553 0.0845 -2.7279 -0.190
C 3.9553 -0.0774 -2.0511 -0.373
C 2.7640 -0.3299 -1.3254 0.881
C 1.7344 -1.0319 -1.9645 -1.494
C 0.5213 -1.2058 -1.3104 0.051
C 0.3810 -0.7220 -0.0138 0.747
C 1.4062 -0.0901 0.6709 -0.704
C 2.6102 0.1306 -0.0040 -0.908
Be -1.2156 -0.8189 0.6729 -0.085
P -2.5820 0.1905 -0.5662 1.032
H 6.4055 2.3580 -3.1330 0.453
H 6.2432 -1.8466 -4.1555 0.469
H 8.4475 2.5257 -4.5518 0.408
H 8.2904 -1.4956 -5.5311 0.412
H 3.4293 0.6649 0.4795 0.492
H 1.8728 -1.4152 -2.9738 0.479
H 1.2817 0.2221 1.7121 0.478
H -0.2967 -1.7018 -1.8410 0.532
C -4.1088 0.5863 0.3601 -0.664
C -4.8528 1.8444 -0.0777 -1.101
H -3.7839 0.6524 1.4083 0.407
H -4.7539 -0.3003 0.2815 0.425
H -5.7709 1.9496 0.5133 0.426
H -4.2614 2.7539 0.0823 0.197
H -5.1481 1.7997 -1.1342 0.223
C -1.7310 1.7732 -0.9444 0.455
C -1.3790 2.0498 -2.4028 -1.548
H -0.8067 1.7555 -0.3428 -0.339
H -2.3448 2.5883 -0.5374 0.207
H -0.8080 2.9879 -2.4560 0.436
H -0.7538 1.2610 -2.8429 0.264
H -2.2795 2.1775 -3.0197 0.302
C -3.0722 -0.6262 -2.1300 -0.168
C -4.2862 -0.0422 -2.8504 -1.454
H -3.2540 -1.6827 -1.8726 0.110
H -2.1958 -0.6089 -2.7944 0.363
H -4.4695 -0.6104 -3.7731 0.443
H -5.2004 -0.1039 -2.2487 0.326
H -4.1278 1.0036 -3.1467 0.262
Br -1.4648 -0.3946 2.7548 -0.562
P 0.3111 4.1527 2.9964 0.241
C -0.9372 4.1866 1.6471 0.276
C -1.9142 5.3354 1.8956 -1.440
H -1.4423 3.2086 1.6354 -0.213
H -0.3947 4.3156 0.6998 0.479
H -2.4608 5.5851 0.9806 0.386
H -2.6424 5.0732 2.6693 0.357
H -1.3858 6.2369 2.2308 0.441
C -0.1760 2.6763 3.9637 0.256
C 0.2301 2.8454 5.4247 -1.396
H 0.2913 1.7954 3.5023 -0.248
H -1.2643 2.5698 3.8562 0.491
H -0.2774 2.1014 6.0435 0.383
H 1.3104 2.7223 5.5497 0.353
H -0.0430 3.8422 5.7901 0.382
C 1.8387 3.6020 2.1330 0.004
C 2.6930 4.8299 1.8153 -1.360
H 1.5523 3.0485 1.2284 -0.038
H 2.3630 2.9200 2.8160 0.520
H 3.7107 4.5342 1.5480 0.391
H 2.2744 5.4019 0.9812 0.332
H 2.7515 5.5015 2.6809 0.389
C -2.5690 -5.8358 0.4121 -0.919
N -1.4335 -5.4340 -0.4532 0.061
C -0.1521 -5.7636 0.2121 -0.841
N -0.0421 -5.1497 1.5536 0.092
C -1.1986 -5.5497 2.3862 -0.824
N -2.4940 -5.2223 1.7524 0.119
C -2.7331 -3.7814 1.7002 -1.214
P -1.4284 -2.9444 0.6929 1.562
C -1.5085 -4.0316 -0.8272 -1.170
C 0.0925 -3.6993 1.4702 -1.198
H -2.5328 -6.9321 0.5306 0.301
H -3.5056 -5.5240 -0.0710 0.399
H 0.6754 -5.3948 -0.4141 0.397
H -0.0959 -6.8569 0.3279 0.274
H -1.1356 -5.0243 3.3525 0.397
H -1.1524 -6.6400 2.5260 0.290
H -3.7021 -3.5775 1.2284 0.389
H -2.7144 -3.3507 2.7102 0.428
H -0.6686 -3.7847 -1.4912 0.490
H -2.4594 -3.8284 -1.3397 0.278
H 0.1968 -3.2647 2.4741 0.420
H 0.9663 -3.4315 0.8597 0.439
```

Computed properties:
Gap between HOMO and LUMO (spin up / spin down) (eV): 1.93 / 3.20
HOMO (spin up / spin down) (eV): -11.702 / -11.702
Charge: +2
LUMO energy (spin up / spin down) (hartree): -0.359 / -0.312

=====

Here is a structure of composition C36H64NO2P2PtSi2 from OMol25. Energies are from ωB97M-V/def2-TZVPD.

The geometry in XYZ format:
```
108
Properties=species:S:1:pos:R:3:mulliken_charge:R:1
Pt 0.3813 -0.5922 0.4716 4.302
C 2.5906 -1.8210 3.2185 -1.370
P 1.6624 -2.4071 1.7654 0.803
C 2.7240 -3.7414 1.1058 -1.440
C 0.3059 -3.3560 2.5716 -1.340
C -0.8405 -3.6200 1.5983 -0.650
P -1.5765 -2.0352 1.0321 0.535
C -2.5134 -1.5175 2.5098 -1.178
C -2.8435 -2.6107 -0.1345 -0.577
H 2.6701 -2.6211 3.9558 0.591
H 2.0696 -0.9648 3.6470 0.324
H 3.5891 -1.5011 2.9201 0.371
H 2.9816 -4.4300 1.9111 0.572
H 3.6350 -3.3087 0.6900 0.270
H 2.2074 -4.2773 0.3088 0.303
H -0.0410 -2.7601 3.4193 0.350
H 0.7138 -4.2879 2.9654 0.705
H -1.6221 -4.2285 2.0572 0.710
H -0.4786 -4.1540 0.7139 -0.002
H -3.1558 -2.3284 2.8551 0.477
H -3.1236 -0.6431 2.2805 0.196
H -1.8195 -1.2313 3.3010 0.383
H -3.5237 -3.2988 0.3691 0.626
H -2.3485 -3.1081 -0.9677 -0.235
H -3.3984 -1.7644 -0.5383 -0.137
C -0.1749 -4.7801 -2.5397 -1.411
C 1.0366 -3.8916 -2.6547 0.189
C 1.9745 -4.0810 -3.6730 -0.845
C 3.1067 -3.2655 -3.7737 0.184
C 4.1350 -3.5118 -4.8481 -1.702
C 3.2760 -2.2210 -2.8915 -0.718
C 2.3107 -1.9287 -1.8744 -1.039
C 1.2272 -2.8596 -1.7697 1.357
N 2.3065 -0.8801 -1.0362 1.292
C 3.2511 0.2455 -0.9273 1.334
C 3.9336 0.1032 0.4472 -0.671
C 2.4510 1.5688 -1.0030 -1.250
C 4.3655 0.3812 -1.9730 -2.561
H -0.1723 -5.5502 -3.3088 0.437
H -1.0845 -4.1861 -2.6556 0.173
H -0.2145 -5.2743 -1.5655 0.280
H 1.8286 -4.8796 -4.3922 0.359
H 3.8419 -4.3385 -5.4925 0.406
H 5.1049 -3.7511 -4.4087 0.340
H 4.2649 -2.6241 -5.4684 0.340
H 4.1629 -1.6288 -2.9999 0.589
H 0.5001 -2.6974 -0.9906 -0.114
H 3.2072 0.1924 1.2526 -0.452
H 4.6768 0.8936 0.5642 0.642
H 4.4441 -0.8631 0.5100 0.240
H 1.4489 1.4715 -0.5949 -0.097
H 2.3590 1.8863 -2.0411 0.421
H 2.9672 2.3442 -0.4366 0.323
H 5.1277 -0.3923 -1.8762 0.457
H 4.8520 1.3400 -1.7916 0.514
H 3.9698 0.3979 -2.9884 0.528
C 0.5233 0.1431 -3.8815 -1.042
Si -1.0102 -0.1989 -2.8263 0.822
C -1.9908 -1.4779 -3.8394 -1.100
C -2.0399 1.3843 -2.8439 -1.102
O -0.7455 -0.8296 -1.3782 -1.907
H 0.2244 0.3675 -4.9088 0.578
H 1.1872 -0.7269 -3.9025 0.160
H 1.0916 0.9986 -3.5041 0.165
H -2.3732 -1.0132 -4.7529 0.460
H -2.8376 -1.8669 -3.2634 0.267
H -1.3364 -2.3106 -4.1182 0.253
H -2.1999 1.7281 -3.8690 0.540
H -1.5428 2.1896 -2.2922 0.144
H -3.0247 1.2286 -2.3879 0.236
C -6.5027 5.3760 1.1486 -1.591
C -5.4523 4.3316 0.9036 0.582
C -4.1012 4.6515 0.9448 -1.020
C -3.1121 3.6995 0.7443 0.531
C -1.6736 4.1350 0.7887 -1.191
C -3.5003 2.3642 0.4935 0.099
C -2.5210 1.3074 0.2773 0.606
O -1.3084 1.4178 0.2964 0.055
C -4.8697 2.0274 0.4295 0.632
C -5.3457 0.6249 0.1220 -1.212
C -5.8148 3.0127 0.6384 -1.019
H -6.0824 6.3787 1.0964 0.370
H -6.9394 5.2437 2.1412 0.311
H -7.3123 5.2963 0.4225 0.386
H -3.8089 5.6788 1.1339 0.339
H -1.6127 5.2006 1.0078 0.521
H -1.1801 3.9421 -0.1657 0.219
H -1.1132 3.5777 1.5383 0.038
H -2.9528 0.3164 0.0538 -0.290
H -5.0274 -0.0898 0.8849 0.280
H -4.9724 0.2798 -0.8450 0.211
H -6.4328 0.6021 0.0842 0.449
H -6.8681 2.7573 0.5865 0.408
C 0.7313 4.3380 3.8564 -0.901
Si 2.0280 3.0078 3.6260 -0.232
C 2.5601 2.3189 5.2841 -0.997
C 3.4987 3.7084 2.6977 -0.945
C 1.3248 1.6095 2.6348 -0.090
C 0.8773 0.6884 1.9625 -0.989
H 1.1126 5.1154 4.5238 0.394
H -0.1819 3.9319 4.2982 0.315
H 0.4718 4.8075 2.9056 0.214
H 3.0458 3.0896 5.8880 0.345
H 3.2647 1.4922 5.1643 0.298
H 1.6969 1.9492 5.8435 0.322
H 3.9613 4.5095 3.2798 0.382
H 3.1976 4.1297 1.7359 0.306
H 4.2602 2.9459 2.5162 0.257
```

Computed properties:
⟨S²⟩: 6.067
Gap between HOMO and LUMO (spin up / spin down) (eV): 8.04 / 5.80
HOMO (spin up / spin down) (eV): -10.078 / -10.912
Charge: +1
LUMO energy (spin up / spin down) (hartree): -0.075 / -0.188
Multiplicity: 5

=====

The evaluated F_max for the records listed, in turn: 4.225 1.430 eV Å⁻¹.
The evaluated relative energy (zero: lowest compared OMol25 entry of this formula, charge and spin) for the records listed, in turn: 0.0 7.9 kcal/mol.